DFT (wB97M-V/def2-TZVPD) results for a molecular structure, C54H38F5N5O10PS2Ta in a non-equilibrium geometry.

```
116
Properties=species:S:1:pos:R:3:mulliken_charge:R:1
Ta -0.63385 -0.49216 0.06494 -1.0907
O -3.06189 0.61440 1.83974 -0.6607
N -1.69440 0.34187 2.02568 0.3768
C -1.40773 0.66489 3.23086 -1.2047
C -0.19855 0.53578 4.03863 1.1256
C -0.41414 0.88069 5.37407 -1.0950
C 0.58639 0.76670 6.32436 -0.9942
C 1.82390 0.29175 5.93380 -0.7812
C 2.05542 -0.03762 4.60240 -0.6903
C 1.06654 0.09169 3.63827 -0.1357
P 1.50366 -0.20452 1.89471 2.9281
C 2.84319 -1.44850 1.92143 0.9694
C 4.14229 -1.06183 2.26119 -0.1846
C 5.15143 -2.00598 2.37040 -1.0289
C 4.88678 -3.34744 2.12510 -0.8889
C 3.61199 -3.73768 1.74367 -0.5196
C 2.59755 -2.79423 1.64291 -1.2841
C 2.41868 1.32563 1.50788 0.1673
C 2.37020 2.44724 2.32832 -0.9038
C 3.06922 3.59733 1.97754 -0.8743
C 3.80601 3.63731 0.80370 -0.9844
C 3.83871 2.52501 -0.02976 -0.5382
C 3.14667 1.37665 0.32155 0.4089
H -3.07076 1.11721 1.00621 0.3665
H -2.25392 1.08308 3.76458 0.5656
H -1.39438 1.23325 5.67264 0.5266
H 0.39326 1.03588 7.35441 0.4372
H 2.62262 0.18028 6.65675 0.4847
H 3.03576 -0.40206 4.32887 0.4629
H 4.37809 -0.01764 2.42223 0.5623
H 6.14972 -1.69147 2.64997 0.4704
H 5.67407 -4.08432 2.22663 0.4521
H 3.40369 -4.77778 1.52177 0.5100
H 1.62194 -3.10708 1.31751 0.6647
H 1.79283 2.43549 3.24436 0.4668
H 3.03650 4.46448 2.62588 0.4590
H 4.34798 4.53468 0.53285 0.3985
H 4.40563 2.55339 -0.95315 0.5403
H 3.18577 0.51286 -0.32194 -0.2008
O -1.12816 -1.12402 -3.56951 -0.6869
S -1.56692 -0.19277 -2.57553 1.7288
O -0.45283 0.56545 -1.91050 -0.7521
N -2.14465 -0.92184 -1.25228 1.0307
C -3.30101 -1.78489 -1.40694 -0.4560
C -3.84912 -2.13496 -2.61088 -0.3029
C -4.99187 -2.96431 -2.65796 -1.1743
C -5.56611 -3.43180 -1.51431 -0.8844
C -5.01568 -3.08409 -0.25834 0.8557
C -5.54498 -3.52256 0.97622 -0.9595
C -4.95092 -3.12956 2.13908 -1.2416
C -3.81830 -2.29291 2.07277 0.0942
N -3.29752 -1.88173 0.94538 0.8722
C -3.87782 -2.25986 -0.20822 0.2563
C -2.70049 0.90705 -3.30695 0.5610
C -3.79195 1.42615 -2.61515 -0.4537
C -4.58466 2.36354 -3.25142 -0.7012
C -4.28593 2.76808 -4.54853 -0.5189
C -3.20540 2.22558 -5.23340 -0.9153
C -2.40076 1.27911 -4.62009 -0.7400
H -3.41515 -1.80655 -3.54498 0.6911
H -5.39965 -3.23417 -3.62353 0.4827
H -6.43902 -4.07290 -1.55396 0.4766
H -6.41904 -4.16334 0.98481 0.4906
H -5.33650 -3.43559 3.10273 0.4900
H -3.33563 -1.95619 2.98862 0.3373
H -4.02651 1.09324 -1.61562 0.3327
H -5.43678 2.78725 -2.73595 0.4757
H -4.91567 3.50378 -5.03516 0.4665
H -2.99003 2.53327 -6.24879 0.4733
H -1.56477 0.82937 -5.14121 0.5216
C 1.58889 -2.94558 -2.93734 -1.1410
S 1.63132 -1.24263 -2.40670 0.5789
O 1.05713 -1.30467 -0.92398 -0.2724
C 3.37986 -1.09452 -2.19353 0.5675
C 4.02302 -0.25787 -3.09501 -0.3846
C 5.40823 -0.17167 -3.04978 -0.8585
C 6.11688 -0.91084 -2.11230 -0.6791
C 5.45219 -1.74306 -1.21363 -0.6104
C 4.07372 -1.84786 -1.25220 -0.1062
H 1.89151 -3.57380 -2.09814 0.3061
H 2.30735 -3.01444 -3.75508 0.6012
H 0.58561 -3.18248 -3.28208 0.3450
H 3.45624 0.31830 -3.81937 0.4603
H 5.93001 0.47577 -3.74265 0.4656
H 7.19726 -0.84317 -2.08320 0.4571
H 6.01174 -2.31865 -0.48701 0.5277
H 3.54731 -2.49060 -0.55776 0.1599
O -2.04832 1.64113 -0.25334 -0.4063
C -0.97096 2.26156 -0.11051 0.4736
O 0.04445 1.61720 0.33563 0.0506
C -0.84760 3.66791 -0.52831 0.4268
C -1.99532 4.33934 -0.92975 -0.3296
C -1.87045 5.62017 -1.41036 -0.6196
C -0.65176 6.25886 -1.51678 -0.4782
C 0.46558 5.55261 -1.12269 -0.7995
C 0.40180 4.26875 -0.62429 0.6619
N 1.79265 6.19941 -1.27782 0.9861
O 2.76493 5.54704 -0.95175 -0.5857
O 1.80984 7.32562 -1.71629 -0.6019
N -3.09418 6.32292 -1.86713 1.0446
O -4.09000 5.64123 -2.02474 -0.5836
O -3.01101 7.51129 -2.06534 -0.5924
H -2.96670 3.86915 -0.88319 0.6626
H -0.57666 7.26712 -1.89821 0.6480
H 1.30306 3.75050 -0.31896 0.1961
F -0.81097 -3.42415 -1.43837 -0.3314
C -0.79437 -3.64231 -0.11068 0.3041
C -0.65979 -2.59462 0.80084 0.5810
C -0.67191 -3.00422 2.13072 0.0182
F -0.54989 -2.10903 3.12646 -0.3218
C -0.81857 -4.30750 2.53973 0.9148
F -0.83209 -4.61577 3.83093 -0.3573
C -0.95498 -5.30380 1.59049 0.6605
F -1.09612 -6.56185 1.96260 -0.3112
C -0.94104 -4.96654 0.25232 0.4719
F -1.07093 -5.90931 -0.67278 -0.3335
```

Summary:
Total energy ... -4800.19652 Ha
F_max ... 2.2 eV/A
Total charge ... +2
Frontier orbital gap ... 6.789 eV
E_LUMO ... -6.422 eV
Highest occupied orbital energy ... -13.21 eV
Relative energy (zero: lowest compared OMol25 entry of this formula, charge and spin) ... 53.1 kJ/mol